# 1
# C4H11N2O

An isolated ion of composition C4H11N2O and charge +1 at a distorted geometry (ωB97M-V/def2-TZVPD, the Open Molecules 2025 dataset).

Properties
energy relative to the best compared isomer or geometry (same formula, charge and spin): 278.7 kJ/mol
strongest force on any atom: 2.66 eV/A
SMILES: [NH3+]CCNCC=O
LUMO: -3.56 eV
gap between HOMO and LUMO: 0.3643 Eh
E: -343.45799 Ha

```
! RIJCOSX wB97M-V def2-TZVPD def2/J DEFGRID3
* xyz 1 1
N 0.51 1.43 0.62
C -0.99 1.34 0.25
C -1.35 -0.20 0.22
N -0.36 -1.14 0.66
C 0.88 -1.44 -0.08
C 0.98 -0.86 -1.45
O 1.39 0.25 -1.71
H 1.04 1.70 -0.21
H 0.53 2.17 1.34
H 0.98 0.64 1.06
H -0.85 1.89 -0.68
H -1.65 2.00 0.82
H -2.25 -0.31 0.81
H -1.67 -0.34 -0.83
H -0.80 -2.01 0.95
H 1.14 -2.53 -0.04
H 1.71 -0.99 0.53
H 0.75 -1.60 -2.25
*
```

In elementary charge units, the Mulliken charges are: number 1, N, carries -0.33; number 2, C, carries -0.58; number 3, C, carries -0.48; number 4, N, carries -0.38; number 5, C, carries -0.88; number 6, C, carries 0.26; number 7, O, carries -0.47; number 8, H, carries 0.38; number 9, H, carries 0.39; number 10, H, carries 0.24; number 11, H, carries 0.30; number 12, H, carries 0.41; number 13, H, carries 0.49; number 14, H, carries 0.27; number 15, H, carries 0.29; number 16, H, carries 0.38; number 17, H, carries 0.35; number 18, H, carries 0.36

---

# 2
# C4H11N2O

An isolated ion of composition C4H11N2O and charge +1 at a distorted geometry (ωB97M-V/def2-TZVPD, the Open Molecules 2025 dataset).

Properties
energy relative to the best compared isomer or geometry (same formula, charge and spin): 231.9 kJ/mol
strongest force on any atom: 2.93 eV/A
SMILES: CNC(=O)[C@H](C)[NH3+]
LUMO: -4.48 eV
gap between HOMO and LUMO: 0.3478 Eh
E: -343.47584 Ha

```
! RIJCOSX wB97M-V def2-TZVPD def2/J DEFGRID3
* xyz 1 1
C -1.67 1.80 0.40
N -0.51 1.61 -0.53
C 0.57 0.86 -0.06
O 1.69 1.30 -0.02
C 0.18 -0.58 0.10
C 0.77 -1.36 1.26
N 0.74 -1.40 -1.40
H -1.35 1.37 1.34
H -2.56 1.26 0.09
H -1.94 2.82 0.64
H -0.18 2.48 -0.95
H -0.90 -0.75 0.05
H 1.72 -0.90 1.55
H -0.01 -1.50 2.01
H 1.08 -2.35 0.94
H 0.48 -2.39 -1.47
H 0.21 -1.02 -2.20
H 1.69 -1.27 -1.75
*
```

In elementary charge units, the Mulliken charges are: number 1, C, carries -0.85; number 2, N, carries -0.22; number 3, C, carries 0.03; number 4, O, carries -0.49; number 5, C, carries 0.53; number 6, C, carries -1.19; number 7, N, carries -0.56; number 8, H, carries 0.31; number 9, H, carries 0.30; number 10, H, carries 0.34; number 11, H, carries 0.31; number 12, H, carries 0.36; number 13, H, carries 0.36; number 14, H, carries 0.32; number 15, H, carries 0.36; number 16, H, carries 0.35; number 17, H, carries 0.38; number 18, H, carries 0.34